No. 1
DFT (ωB97M-V with the def2-TZVPD basis set) results for a cluster of 2 separate species, C36H34FN4 in total.

Computed properties:
charge = +1
ΔE to the lowest compared entry with this formula, charge and spin = 1.125 eV

Geometry (Å):
1 F 2.7698 5.4837 2.5080
2 N 1.0992 0.2261 -2.7995
3 N -0.9277 -1.6506 -2.6841
4 N 1.6133 -1.1753 0.5306
5 N -1.1807 -3.2889 -0.4703
6 C -4.5177 2.7408 2.5042
7 C 3.3203 3.1756 2.5221
8 C 0.1251 -7.3066 2.0672
9 C -4.6264 4.1414 2.5427
10 C 2.8686 1.8484 2.4585
11 C -2.3081 -3.1793 -1.3687
12 C -0.0448 -1.5434 -1.6583
13 C -0.1473 -2.3929 -0.5319
14 C -1.8621 -2.7478 -2.7476
15 C 0.9876 3.9283 2.4981
16 C 1.7806 -0.4056 -0.5374
17 C -0.8372 2.1601 2.4030
18 C 0.2237 -5.7560 -0.2557
19 C -0.5709 -5.3457 0.8177
20 C 2.9376 4.6195 -1.5584
21 C -2.2000 4.3168 2.4745
22 C 2.2383 1.1478 -2.9329
23 C 0.4161 -0.1126 -4.0271
24 C 0.6542 4.0453 -1.0064
25 C 0.5197 2.5824 2.4327
26 C 1.5203 1.5569 2.3974
27 C 2.0408 2.4658 -2.2156
28 C -0.6215 -6.1295 1.9782
29 C 0.9663 -0.5544 -1.6847
30 C 1.7117 4.9562 -0.9728
31 C 0.8177 2.8038 -1.6303
32 C 3.0984 3.3825 -2.1827
33 C 0.9244 -7.7169 0.9898
34 C -3.4588 4.9126 2.5276
35 C 0.7856 -2.2153 0.5177
36 C -3.2730 2.1337 2.4560
37 C -0.9606 -0.6715 -3.7429
38 C 0.9720 -6.9375 -0.1709
39 C -1.4134 -4.0890 0.7435
40 C 2.3497 4.1723 2.5169
41 C -2.0562 2.8968 2.4436
42 H -1.3261 4.9569 2.4588
43 H 4.0428 3.1030 -2.6578
44 H 0.3296 0.8077 -4.6191
45 H 0.3105 4.7743 2.5072
46 H 2.3718 1.3271 -4.0109
47 H 4.3730 3.4375 2.5672
48 H 0.9956 -0.8509 -4.6109
49 H -3.5202 6.0016 2.5571
50 H 3.5915 1.0340 2.4584
51 H -2.7831 -4.1674 -1.4210
52 H 0.8185 -2.9077 1.3583
53 H 0.2574 -5.1484 -1.1621
54 H 2.5641 0.3517 -0.5060
55 H 1.5834 -7.2348 -1.0237
56 H -1.6223 0.1712 -3.4693
57 H 1.5819 5.9243 -0.4846
58 H -2.7213 -2.4178 -3.3398
59 H 0.0823 -7.9104 2.9754
60 H -5.6032 4.6242 2.5824
61 H -1.2542 -5.7922 2.8036
62 H -2.4801 -4.3604 0.7408
63 H -0.9664 1.0741 2.3852
64 H 1.5060 -8.6393 1.0534
65 H -1.3654 -1.1612 -4.6342
66 H -1.2388 -3.4728 1.6397
67 H -1.4001 -3.6195 -3.2462
68 H -3.0501 -2.4543 -0.9855
69 H 3.1599 0.6620 -2.5724
70 H -3.1855 1.0453 2.4300
71 H -5.4193 2.1287 2.5121
72 H -0.3082 4.2865 -0.5517
73 H -0.0129 2.0967 -1.6674
74 H 1.1924 0.5178 2.3174
75 H 3.7621 5.3344 -1.5358

***

No. 2
DFT (ωB97M-V with the def2-TZVPD basis set) results for a structure of composition C36H34I3N3O4Os.

Computed properties:
DFT total energy = -2840.61341 Eh
charge = +2

Geometry (Å):
1 Os 0.2265 0.1329 -0.0007
2 I -0.8844 -2.7031 -1.7653
3 I 2.7316 -1.8232 6.9402
4 I 3.5285 2.6174 3.0396
5 O 2.1862 0.1870 -0.0959
6 O 0.8892 0.0698 -2.4564
7 O 2.5788 2.1074 -4.2007
8 O 0.8757 1.2849 1.8806
9 N 4.0102 1.2795 -2.2005
10 N -1.7921 0.3946 -0.6310
11 N -1.3224 0.0896 1.8970
12 C 2.9001 -2.0173 -2.2667
13 C 2.3685 1.0497 3.7481
14 C 2.9370 2.9194 -0.7048
15 C -4.3024 0.5379 -1.8065
16 C 5.6543 -1.1897 1.6926
17 C 2.3202 2.7425 -3.0268
18 C -3.1656 0.8443 -2.5392
19 C -0.9417 -0.6427 3.1016
20 C 4.9208 -2.8516 -3.2585
21 C 4.0190 -2.8297 -2.2006
22 C 4.6812 -2.0793 -4.3899
23 C -1.9384 0.7471 -1.9313
24 C 0.8167 -0.9613 4.7726
25 C 2.0898 4.0055 -0.5577
26 C 2.8014 0.3706 4.8632
27 C 0.7361 -0.2827 -4.7865
28 C 5.7118 -0.5218 0.5069
29 C 3.5422 -1.2918 -4.4668
30 C -2.6804 -0.2395 1.4864
31 C 1.1767 0.7081 3.0416
32 C -4.1519 0.1729 -0.4817
33 C 0.3851 -0.2766 3.6486
34 C 1.4379 3.7981 -2.8690
35 C 2.6430 -1.2444 -3.3985
36 C 0.0025 -1.9171 0.0094
37 C 3.2510 -1.0070 1.6571
38 C 1.3232 4.4250 -1.6350
39 C 3.2871 -0.2418 0.4815
40 C 3.0399 2.2852 -1.9259
41 C 4.7234 0.4890 -1.4494
42 C 4.5486 -0.0156 -0.1276
43 C 2.0309 -0.6754 5.3586
44 C 1.4031 -0.4323 -3.4526
45 C 2.0421 2.6786 -5.3953
46 C -2.8893 0.1335 0.0735
47 C 4.4014 -1.4496 2.2657
48 H 0.6498 5.2656 -1.5233
49 H -5.2839 0.5825 -2.2597
50 H 2.2790 -1.2405 2.0702
51 H 5.5984 0.0994 -1.9641
52 H 6.6761 -0.3377 0.0423
53 H -0.0972 0.4145 -4.7235
54 H 1.4346 0.0431 -5.5552
55 H -2.8332 -1.3167 1.5988
56 H 3.7354 0.6377 5.3379
57 H -3.4287 0.2487 2.1135
58 H 0.1865 -1.7319 5.2049
59 H -0.9507 -1.7126 2.8720
60 H 2.3548 3.7168 -5.5031
61 H 0.9431 -2.4436 0.1295
62 H -5.0088 -0.1010 0.1215
63 H 3.5767 2.5986 0.1043
64 H 4.2416 1.2620 -3.1879
65 H -3.2279 1.1414 -3.5773
66 H 2.0528 4.5398 0.3821
67 H 0.3583 -1.2651 -5.0883
68 H 3.3719 -0.7063 -5.3631
69 H 0.9527 2.6259 -5.4072
70 H -0.6701 -2.2010 0.8129
71 H 2.4407 2.0922 -6.2161
72 H 0.8502 4.1577 -3.7032
73 H -1.6941 -0.4816 3.8794
74 H -1.2413 1.0876 2.0712
75 H 6.5584 -1.5464 2.1668
76 H -1.0274 0.9238 -2.4795
77 H 5.8026 -3.4787 -3.2052
78 H 4.1887 -3.4455 -1.3256
79 H 4.3366 -2.0097 3.1917
80 H 5.3733 -2.1036 -5.2222
81 H 2.1888 -1.9938 -1.4546

***

No. 3
DFT (ωB97M-V with the def2-TZVPD basis set) results for a structure of composition C36H34N11OPdS.

Computed properties:
DFT total energy = -2595.70683 Eh
charge = +1

Geometry (Å):
1 Pd 1.1944 -0.1724 1.0555
2 S 4.0896 -0.6341 -0.6628
3 O -3.8870 0.1619 -1.9395
4 N -5.8755 0.9613 -2.4311
5 N 5.3019 0.3705 1.9154
6 N 0.7799 2.8954 -2.5347
7 N -6.0235 -0.3595 -1.9993
8 N 1.8436 0.3603 2.9562
9 N 1.5388 2.1193 -0.5563
10 N 3.3640 -0.4244 0.8613
11 N -0.1358 -2.2240 -2.4984
12 N -0.3384 -3.0767 -1.4664
13 N 0.1248 3.4807 -1.5104
14 N 0.6398 -1.3540 -0.5947
15 C -1.8015 -0.7457 1.5730
16 C -4.4023 -2.1047 -1.2793
17 C -0.9038 4.4910 -1.7178
18 C -4.7709 -4.1787 -0.1390
19 C 1.5976 0.5808 5.3204
20 C -4.6169 1.2140 -2.3890
21 C 3.7628 0.3022 4.3707
22 C -4.4329 3.2214 -3.8040
23 C -0.7491 0.3238 1.3130
24 C 0.4515 -1.2002 -1.9334
25 C -1.5561 -1.5234 2.8616
26 C -2.7519 2.8296 -2.1201
27 C 0.1331 -2.5527 -0.3430
28 C 1.6173 2.0922 -1.9132
29 C 3.1771 0.2656 3.1234
30 C -3.7673 4.3700 -4.1921
31 C 1.0791 0.5209 4.0355
32 C 0.5930 3.0143 -0.3500
33 C -3.9140 2.4412 -2.7740
34 C 8.5216 -0.5738 0.3568
35 C -4.8446 -0.7793 -1.7200
36 C -1.2587 -4.2032 -1.6002
37 C -2.5987 4.7514 -3.5453
38 C 8.0904 -1.1187 -0.8384
39 C 7.5950 -0.0887 1.2745
40 C 5.8128 -0.6521 -0.2306
41 C -2.0964 3.9954 -2.4963
42 C -3.1939 -0.1106 1.5898
43 C -2.6641 -3.7727 -1.2371
44 C 3.9813 0.0540 1.8700
45 C 2.9599 0.4628 5.4935
46 C -3.4881 -4.5947 -0.4800
47 C -5.2330 -2.9324 -0.5310
48 C 6.7294 -1.1717 -1.1246
49 C 6.2487 -0.1197 0.9735
50 C -3.1327 -2.5305 -1.6410
51 H -0.4570 5.3556 -2.2059
52 H 0.9289 0.7053 6.1600
53 H 9.5767 -0.5310 0.5883
54 H 3.3991 0.4845 6.4815
55 H -2.0815 5.6523 -3.8525
56 H 0.0183 0.6013 3.8592
57 H -3.4119 0.3839 0.6415
58 H 2.3227 1.4788 -2.4524
59 H 0.2204 3.3427 0.6078
60 H -1.6850 -0.8757 3.7346
61 H 4.8300 0.1733 4.4822
62 H -3.1326 -5.5639 -0.1493
63 H 8.8051 -1.5056 -1.5513
64 H -5.3444 2.9098 -4.2958
65 H -0.9822 0.8417 0.3758
66 H -3.2689 0.6356 2.3858
67 H 5.6589 0.8627 2.7145
68 H 0.7528 -0.3254 -2.4842
69 H 6.3830 -1.6020 -2.0564
70 H -0.9185 -4.9989 -0.9392
71 H -2.2665 -2.3453 2.9669
72 H -1.1790 -4.5507 -2.6285
73 H 7.9251 0.3234 2.2211
74 H -0.5447 -1.9384 2.8994
75 H -5.4071 -4.8280 0.4472
76 H 0.0758 -3.0337 0.6190
77 H -1.2150 4.7959 -0.7172
78 H -0.7733 1.0751 2.1115
79 H -2.5127 -1.8812 -2.2436
80 H -4.1553 4.9699 -5.0040
81 H -3.9665 -0.8636 1.7614
82 H -6.2255 -2.5953 -0.2630
83 H -2.3653 2.2229 -1.3073
84 H -1.7945 -1.4575 0.7414

***

No. 4
DFT (ωB97M-V with the def2-TZVPD basis set) results for a structure of composition C36H34N5O11ReS2.

Computed properties:
DFT total energy = -3368.28759 Eh
<S²> = 0.762
spin multiplicity = 2
charge = -1

Geometry (Å):
1 Re -0.3878 0.4181 1.0975
2 S -0.3751 -1.8364 1.6620
3 S 2.5134 -0.8982 -1.9057
4 O 1.5951 3.7920 0.7632
5 O -1.6504 -4.8390 -1.7546
6 O 1.1975 1.6724 1.3157
7 O 1.7961 -1.2829 -0.7237
8 O -1.8827 -0.9622 -0.1816
9 O -2.3145 -3.0480 -6.0295
10 O 1.8209 -0.2486 -2.9864
11 O -2.0956 -3.7045 0.0082
12 O -2.1435 -0.9336 -6.3697
13 O -0.4265 1.0742 -0.7452
14 O -1.0572 2.1141 -2.5980
15 N -3.0732 4.3311 0.1885
16 N -0.1248 0.5553 3.2664
17 N -2.1395 -1.9057 -5.6328
18 N -1.8719 -3.7795 -1.1785
19 N 3.7775 0.0280 -1.3929
20 C -2.6710 5.0272 1.3936
21 C -0.9791 1.1054 -1.9297
22 C -4.3437 0.3189 2.9233
23 C -4.4373 2.1708 1.4194
24 C -1.7423 -1.2378 -1.4146
25 C -5.0667 1.3452 2.3350
26 C 0.5877 -1.7660 6.0971
27 C -1.6117 -0.4171 -3.7397
28 C 3.4594 0.9823 -0.3034
29 C 3.3432 -2.2790 -2.6412
30 C -1.9653 -2.7585 -3.3502
31 C 5.2761 -3.6761 -2.8514
32 C -1.8615 -2.5624 -1.9898
33 C -0.1277 1.7247 3.9014
34 C 4.8189 -4.1501 -4.0774
35 C -3.0948 2.0020 1.0774
36 C 0.1256 -0.5840 4.0108
37 C 0.0393 -1.8228 3.3526
38 C 3.5964 -3.6886 -4.5598
39 C -0.5237 2.9961 3.2291
40 C 4.5457 -2.7459 -2.1282
41 C 2.5052 2.1283 -0.6655
42 C -2.7652 5.1053 -0.9993
43 C -1.9191 -1.6895 -4.2168
44 C -3.0177 0.1215 2.5688
45 C 2.8622 -2.7502 -3.8566
46 C -2.3656 0.9314 1.6283
47 C 0.4103 -0.5569 5.3867
48 C 0.4886 0.7072 6.0076
49 C 0.2131 -2.9881 4.0634
50 C 1.7036 2.6068 0.5314
51 C -1.4780 -0.2090 -2.3968
52 C -2.4890 2.9976 0.1028
53 C 5.6254 -5.1427 -4.8740
54 C 0.4848 -2.9611 5.4427
55 C 0.2148 1.8131 5.2770
56 H 0.7856 -1.7176 7.1614
57 H -0.7874 3.7405 3.9808
58 H -4.8059 -0.3371 3.6524
59 H -1.5792 5.1854 1.4427
60 H -1.3720 2.8292 2.5747
61 H -2.4875 -0.7005 3.0298
62 H -1.3983 3.0438 0.2372
63 H 6.6330 -5.2433 -4.4712
64 H -2.6676 2.6436 -0.9125
65 H 3.0433 2.9806 -1.0748
66 H -1.4508 0.4047 -4.4237
67 H -3.1512 4.5938 -1.8813
68 H 0.6043 -3.8907 5.9853
69 H -2.1051 -3.7566 -3.7353
70 H 3.0119 0.3946 0.4933
71 H -2.9752 4.4498 2.2682
72 H -1.6818 5.2531 -1.1421
73 H 0.2911 3.3873 2.6185
74 H -3.2421 6.0851 -0.9256
75 H 1.9311 -2.3590 -4.2464
76 H 1.7764 1.7846 -1.4036
77 H -4.9769 2.9849 0.9503
78 H 5.6996 -4.8344 -5.9177
79 H 5.1510 -6.1262 -4.8535
80 H -3.1645 6.0001 1.4378
81 H 0.1157 -3.9313 3.5384
82 H 0.2350 2.7947 5.7301
83 H -6.1071 1.5065 2.5922
84 H 4.4135 1.3711 0.0499
85 H 4.9125 -2.3644 -1.1849
86 H 3.2208 -4.0563 -5.5081
87 H 0.7450 0.7732 7.0592
88 H 6.2263 -4.0255 -2.4646
89 H 4.1584 0.4912 -2.2139

***

No. 5
DFT (ωB97M-V with the def2-TZVPD basis set) results for a structure of composition C36H35ClIrNP2.

Computed properties:
DFT total energy = -2694.13505 Eh
<S²> = 6.015
spin multiplicity = 5
charge = +2

Geometry (Å):
1 Ir -0.0584 -0.1256 0.1571
2 Cl 0.0510 1.3722 -1.6942
3 P 0.5547 -1.8050 -1.3293
4 P -0.5475 1.7320 1.4677
5 N -0.0871 -1.4795 1.7154
6 C 4.9659 -1.6406 -2.7336
7 C 2.3026 -1.7533 -1.8737
8 C 0.3175 4.4226 1.2093
9 C -1.4632 0.3914 5.2231
10 C 1.2964 5.3968 1.0123
11 C 4.2926 -2.8626 -2.7066
12 C -2.1864 2.5110 1.2256
13 C 2.9672 -2.9208 -2.2783
14 C -0.5073 1.0025 6.0383
15 C -0.6112 -5.7333 -0.8175
16 C -0.6514 -1.9186 -5.2736
17 C 0.3893 -3.5282 -0.7393
18 C -4.6777 3.7240 0.8187
19 C -2.8424 2.3795 -0.0058
20 C 1.1821 -3.9414 0.3422
21 C -2.7914 3.2505 2.2533
22 C 0.6652 3.0683 1.1925
23 C -2.0377 -1.8187 -5.1524
24 C -4.0809 2.9876 -0.2057
25 C 4.3092 -0.4766 -2.3316
26 C -0.5089 -4.4332 -1.3154
27 C 0.1825 -6.1389 0.2542
28 C 0.4446 1.8504 5.4746
29 C -1.4631 0.6258 3.8517
30 C 0.4445 2.0918 4.0996
31 C 2.9846 -0.5292 -1.9000
32 C -0.5098 1.4810 3.2787
33 C 1.0811 -5.2392 0.8327
34 C 0.1544 -1.9046 -4.1349
35 C -0.4259 -1.7851 -2.8681
36 C -1.8181 -1.6719 -2.7513
37 C 2.9753 3.6730 0.7857
38 C 2.6245 5.0247 0.8034
39 C -2.6204 -1.6967 -3.8893
40 C -4.0311 3.8544 2.0486
41 C 1.9992 2.6977 0.9719
42 H -2.2562 -1.5474 -1.7639
43 H 0.1016 -7.1511 0.6400
44 H -0.6259 -1.1541 2.5226
45 H -1.3109 -6.4288 -1.2727
46 H 1.8786 -3.2428 0.7975
47 H 2.4664 0.3741 -1.5935
48 H -5.6456 4.1922 0.6615
49 H -4.4926 4.4221 2.8517
50 H -1.1234 -4.1244 -2.1551
51 H -0.5603 -2.3545 1.4086
52 H 1.6984 -5.5472 1.6717
53 H 0.8897 -1.6608 2.0325
54 H -2.3696 1.8115 -0.8009
55 H 4.7991 -3.7732 -3.0150
56 H -0.1944 -2.0021 -6.2555
57 H 1.1830 2.7583 3.6659
58 H -2.6624 -1.8253 -6.0412
59 H 6.0003 -1.5974 -3.0638
60 H 1.0188 6.4473 1.0160
61 H 4.8299 0.4768 -2.3500
62 H 4.0068 3.3786 0.6133
63 H -2.4248 2.0810 -3.6417
64 H 2.2523 1.6407 0.9313
65 H -2.2042 -0.2745 5.6555
66 H -2.2970 3.3449 3.2154
67 H 1.1897 2.3299 6.1035
68 H -0.7169 4.7147 1.3617
69 H -0.5052 0.8154 7.1083
70 H -3.6985 -1.6063 -3.7920
71 H -1.7720 2.4051 -3.7880
72 H -2.2041 0.1440 3.2198
73 H -4.5825 2.8819 -1.1637
74 H 3.3833 5.7858 0.6448
75 H 1.2334 -1.9735 -4.2326
76 H 2.4506 -3.8754 -2.2484

***

No. 6
DFT (ωB97M-V with the def2-TZVPD basis set) results for a structure of composition C36H35F3N3O3P2PtS2.

Computed properties:
DFT total energy = -3680.60884 Eh
<S²> = 2.013
spin multiplicity = 3
charge = +1

Geometry (Å):
1 Pt 0.6889 0.9459 -0.1141
2 S 1.1029 2.2810 -2.8572
3 S 0.4428 -5.8286 0.3974
4 P -0.4225 -0.8380 -0.8954
5 P -0.5698 1.3520 1.6386
6 F 2.0545 4.7328 -3.2809
7 F 3.2817 3.4453 -2.0979
8 F 1.5750 4.4154 -1.2096
9 O 1.6545 1.2389 -1.9424
10 O -0.2716 2.5193 -2.5402
11 O 1.3838 2.0115 -4.2240
12 N -0.1206 -1.8964 0.3894
13 N 2.0755 2.3525 0.7289
14 N 3.0594 4.2162 1.3758
15 C -1.9949 3.6714 2.2696
16 C 3.4825 2.1835 0.5872
17 C 4.2303 1.1308 0.0207
18 C 1.2225 -3.1255 -4.5106
19 C -4.9790 -0.8811 -1.2872
20 C -1.7798 3.1313 -0.0855
21 C -3.6441 -1.5365 3.4018
22 C -1.3632 -0.7221 3.2821
23 C -2.8608 0.2919 -1.5672
24 C -2.6231 4.1917 -0.4569
25 C -0.0889 -4.5985 1.5999
26 C 0.6670 -1.0026 -3.4948
27 C -2.9632 -1.8709 -0.4907
28 C 1.1334 -1.7357 -4.5683
29 C -2.3065 -1.5923 3.8087
30 C 5.4688 3.5434 0.9848
31 C -4.0494 -0.5957 2.4848
32 C 0.3016 -3.0518 -2.3278
33 C -4.3397 -1.9389 -0.6641
34 C 4.0899 3.3720 0.9772
35 C 0.9294 -3.5098 1.8242
36 C 5.5910 1.3330 -0.0173
37 C -4.2205 0.2263 -1.7117
38 C 0.2064 -1.6615 -2.3694
39 C -3.1287 4.9477 0.5678
40 C 6.1884 2.5036 0.4861
41 C -1.8014 0.2524 2.3556
42 C 1.9093 3.5706 1.2334
43 C 1.8727 -6.6130 1.2154
44 C 0.8224 -3.7950 -3.3898
45 C 2.0455 3.8200 -2.3389
46 C 1.1187 -2.5329 0.6515
47 C -2.8344 4.7216 1.8966
48 C -1.4666 2.8407 1.2413
49 C -3.1398 0.3010 1.9736
50 C -2.2101 -0.7898 -0.9687
51 H 2.7767 -6.0408 1.1326
52 H -0.9971 -4.2308 1.1857
53 H 5.9667 4.4307 1.3771
54 H -0.3334 -0.7740 3.6468
55 H 1.8497 -1.7567 0.9274
56 H 1.9132 -3.9366 2.0611
57 H 0.9469 4.0032 1.4523
58 H 1.5813 -6.7923 2.2600
59 H -2.4393 -2.6612 -0.0040
60 H -1.7631 3.4795 3.3231
61 H 6.2438 0.5550 -0.4873
62 H -1.3222 2.5145 -0.8146
63 H -3.7538 5.7561 0.2931
64 H -5.0886 -0.5951 2.1045
65 H 1.6004 -3.7128 -5.3498
66 H -0.0339 -3.5861 -1.4513
67 H -2.8326 4.4517 -1.4736
68 H 0.5584 0.0574 -3.5610
69 H 3.8319 0.2082 -0.4104
70 H -2.3058 1.1027 -2.0217
71 H -3.2564 5.3525 2.6612
72 H -4.7119 1.0255 -2.1718
73 H -6.0339 -0.8829 -1.4187
74 H -4.3618 -2.1736 3.8967
75 H 0.8255 -4.8777 -3.3253
76 H 1.5062 -1.2137 -5.4484
77 H -3.4310 1.0578 1.2441
78 H -0.3439 -5.1271 2.5139
79 H -4.8121 -2.7805 -0.2651
80 H 7.2821 2.5187 0.5469
81 H 0.6344 -2.9854 2.7281
82 H 3.1860 5.1567 1.7807
83 H -1.9880 -2.3457 4.5336
84 H 2.1028 -7.5885 0.7556
85 H 1.5823 -3.0355 -0.2033

***

Result set for F_max: 1.51, 3.91, 0.55, 2.25, 4.15, 1.83 eV/Å, one per record in the order listed.